Here is a molecular structure, C5H7NO2 in a non-equilibrium geometry from the OMol25 dataset. Energies are from ωB97M-V/def2-TZVPD.

Output
- Kohn-Sham gap: 0.3343 Eh
- Electronic energy: -399.78238 hartree

```
! RIJCOSX wB97M-V def2-TZVPD def2/J DEFGRID3
* xyz 0 1
O 1.979 0.732 -2.403
H 0.254 1.667 -0.470
C 0.662 0.798 0.037
C -0.716 -1.451 0.009
H -1.651 -1.716 0.498
C -2.123 0.966 1.644
N -0.866 0.883 1.678
H -2.746 0.449 0.885
H -2.669 1.500 2.441
O 2.273 -1.147 -1.234
C -0.194 -0.277 0.228
C 1.706 0.057 -1.444
H 2.971 -1.261 -1.912
H 1.447 0.939 0.775
H -0.327 -2.139 -0.731
*
```

Here is a molecular structure, C4H5LiO7Tb in a non-equilibrium geometry from the OMol25 dataset. Energies are from ωB97M-V/def2-TZVPD.

Output
- Kohn-Sham gap (alpha / beta): 0.2831 / 0.2422 Eh
- Electronic energy: -1514.16306 hartree
- ⟨S²⟩: 15.780

```
! RIJCOSX wB97M-V def2-TZVPD def2/J DEFGRID3
* xyz 0 8
H 2.427 -3.015 -0.852
O 3.194 -0.626 -1.188
O 3.133 -2.687 -0.280
O -2.971 -0.166 0.600
O -5.171 -0.022 0.702
C -0.647 0.438 0.684
Tb 2.755 1.393 0.158
O 3.072 -0.869 0.992
Li -6.173 -0.374 -0.935
H -1.080 1.071 1.489
H -0.213 -0.449 1.191
C 3.019 -1.353 -0.171
H -1.543 -0.998 -0.661
O -4.239 -0.599 -1.216
C -1.796 -0.032 -0.201
C -4.159 -0.254 -0.010
O 0.299 1.088 -0.079
H -1.971 0.698 -1.005
*
```

Here is 2 unconnected molecules or ions with the total composition C6H7NO in a non-equilibrium geometry from the OMol25 dataset. Energies are from ωB97M-V/def2-TZVPD.

Output
- Kohn-Sham gap: 0.2662 Eh
- Electronic energy: -362.49847 hartree

```
! RIJCOSX wB97M-V def2-TZVPD def2/J DEFGRID3
* xyz 0 1
H -1.600 -1.388 1.110
H 0.518 -2.351 -0.587
C 0.350 0.731 0.335
C -1.111 0.560 0.010
C -1.226 -1.032 0.146
C 0.190 -1.473 -0.173
C 2.582 -0.514 -0.153
N 3.730 -0.149 0.206
C 1.054 -0.437 -0.358
H -1.160 1.021 -0.991
H -0.854 2.677 -0.602
H -1.877 1.132 0.580
H -1.938 -1.215 -0.830
H 0.406 0.645 1.532
O 0.936 1.792 -0.224
*
```

Here is 2 unconnected molecules or ions with the total composition C4H6N2 in a non-equilibrium geometry from the OMol25 dataset. Energies are from ωB97M-V/def2-TZVPD.

Output
- Kohn-Sham gap (alpha / beta): 0.2532 / 0.2524 Eh
- Electronic energy: -265.16804 hartree

```
! RIJCOSX wB97M-V def2-TZVPD def2/J DEFGRID3
* xyz 0 1
C -2.035 -0.544 -0.045
H 2.514 -2.482 0.052
N 2.077 -1.617 -0.268
H -2.556 -1.408 0.132
C -0.710 -0.487 -0.791
H 1.255 1.447 1.038
C -0.231 0.536 -0.002
H -2.691 0.149 -0.319
N -1.068 -0.004 0.869
C 0.975 1.330 0.034
H 0.878 2.388 -0.154
H 1.592 0.692 -0.546
*
```

Here is 11 unconnected molecules or ions with the total composition C40H82F4O26 in a non-equilibrium geometry from the OMol25 dataset. Energies are from ωB97M-V/def2-TZVPD.

Output
- Kohn-Sham gap: 0.3368 Eh
- Electronic energy: -3928.55715 hartree
- Structure (SMILES): O=C1OC[C@@H](F)O1.O=C1OC[C@@H](F)O1.O=C1OC[C@@H](F)O1.O=C1OC[C@@H](F)O1.COCCOC.COCCOC.COCCOC.COCCOC.COCCOC.COCCOC.COCCOC

```
! RIJCOSX wB97M-V def2-TZVPD def2/J DEFGRID3
* xyz 0 1
H 1.635 2.140 2.582
H -5.728 0.271 1.192
F 0.553 0.014 -6.329
C -0.552 2.548 -1.046
H -1.886 0.678 -3.410
H -1.140 0.583 5.021
H 0.489 -4.006 -2.372
H -7.432 -0.203 1.127
O 4.941 -2.465 1.884
H -7.061 1.348 0.558
H 5.744 1.769 -1.729
H -5.809 -2.952 2.100
C 2.720 -4.814 -1.579
H 2.677 -3.749 -1.807
C 5.125 1.501 -2.586
H 3.129 -3.124 2.602
H -0.073 -5.463 -3.157
O -0.002 -0.909 -2.120
C 0.418 -0.361 -5.056
O 1.089 -1.744 2.299
C 0.797 -1.413 -1.063
H 4.961 6.004 3.789
O 0.703 -2.661 -5.374
H 3.365 2.106 -1.407
O -2.614 5.897 -3.417
H -1.533 3.021 -0.990
C -1.270 -0.388 -1.705
C 1.998 2.573 1.650
H -1.228 -0.151 -0.642
H -0.523 6.410 0.012
H 5.383 -6.512 0.011
O -6.427 -0.337 -0.692
H 5.337 -5.145 1.898
H 4.273 -4.938 -2.982
O 1.774 -5.522 -2.397
F -3.662 2.593 -4.029
H 5.313 -4.476 3.522
O -2.302 5.295 4.259
H -5.405 -1.212 -4.767
C -1.038 5.400 3.666
H 1.843 -1.591 -1.315
H -2.636 -4.649 0.882
H 5.243 2.291 -3.328
C -4.386 -1.120 -4.391
H 4.879 -4.514 -1.451
C -5.453 -1.417 -0.722
O 3.430 0.160 -1.980
H -2.263 6.051 -0.207
O 5.332 0.169 -2.958
O 1.417 3.869 1.592
H -4.399 -2.537 -2.175
C -1.413 5.979 0.471
F 2.959 1.932 -3.392
H -2.668 -3.391 -0.236
O -0.741 -1.157 -4.839
H 4.571 7.548 3.116
H 3.522 -1.166 1.055
O -4.737 -2.970 3.885
C 4.121 6.658 3.556
H 1.070 -0.666 -0.317
O -4.589 6.831 -3.767
H -2.290 -2.341 3.546
C -3.877 5.861 -3.800
C -2.481 6.285 5.278
C 4.564 -1.468 0.957
O -0.663 1.907 -2.318
H 4.044 5.886 0.958
H 4.345 -7.107 4.519
H 0.616 0.429 -4.331
O 3.995 -1.801 -2.971
C -6.644 0.342 0.606
H -0.500 1.740 -0.317
H -3.786 -0.322 -4.829
C 0.292 -0.958 2.748
H 2.350 4.384 -0.155
C -2.182 4.537 -3.467
C 3.648 1.549 -2.300
O 3.703 -5.726 3.042
H -6.083 -1.738 3.331
H -1.437 -3.779 3.120
H -0.053 -5.282 -1.320
H 3.204 -7.645 3.256
C -2.368 -3.241 2.936
C -1.700 0.863 -2.352
H -2.295 4.027 -2.511
H -4.569 -1.664 2.298
C 4.685 -4.744 2.673
H 3.065 2.418 1.494
C -5.204 -1.803 -2.149
H 4.968 -8.130 -0.505
O 4.309 -6.602 -1.792
H 3.956 4.420 1.912
H -1.065 4.969 0.689
F -1.866 1.601 2.399
C -2.133 -3.708 0.658
C -3.153 3.848 -4.386
H -1.985 -1.197 -1.854
O -4.573 -0.748 -3.008
H -1.829 5.992 6.101
H -0.996 7.603 3.355
O -4.264 4.655 -4.207
H -2.926 3.905 -5.450
H 3.639 -3.871 1.069
H 1.554 -1.630 -3.804
C -1.468 0.459 2.942
C -0.607 -2.477 -5.144
C -0.542 0.678 4.115
C -5.305 -2.290 2.803
H 4.784 -1.836 -0.045
H -3.453 6.269 5.771
H 4.893 -7.330 2.812
H 2.312 -1.469 -5.282
H -3.866 -4.671 2.915
H -3.288 -4.341 4.532
C 3.977 -3.525 2.046
H -1.071 -3.800 0.430
H -0.907 4.447 3.153
H 2.541 -4.929 -0.510
H 1.450 1.892 0.998
C 4.598 -7.105 -0.459
H 1.551 5.724 0.750
O 0.368 -0.343 4.021
H -3.914 -2.103 -4.385
O -1.744 6.696 1.709
O -1.506 -3.328 -5.207
H 3.725 6.946 4.530
H 0.424 -2.334 -0.617
O -0.756 -0.425 2.134
C 0.443 -5.091 -2.272
H -4.545 -1.138 -0.187
C 4.118 -5.138 -1.921
C 4.262 -0.634 -2.639
C 3.406 5.320 1.637
O 3.064 6.081 2.788
H 5.230 -0.615 1.091
C -0.821 6.683 2.796
H -0.252 5.331 4.418
C 4.076 -7.025 3.466
H -2.659 1.127 -1.908
O -2.443 -2.757 1.612
H -2.357 -0.039 3.330
H -6.004 -2.183 -0.176
H -2.342 7.328 4.994
C 2.165 4.827 0.824
H 3.807 -7.051 0.289
C -3.582 -3.867 3.595
C 1.311 -1.577 -4.865
H -0.086 1.664 4.031
H -1.164 4.339 -3.804
H 0.258 3.270 -0.942
H -6.126 -2.054 -2.674
H 0.188 6.758 2.392
*
```

Here is C24H23FN4O2S2 in the gas phase in a non-equilibrium geometry from the OMol25 dataset. Energies are from ωB97M-V/def2-TZVPD.

Output
- Kohn-Sham gap: 0.3121 Eh
- Electronic energy: -2194.12107 hartree
- Structure (SMILES): O=C(CSc1ncnc2sc3c(c12)CCCC3)N1CCC(c2noc3ccc(F)cc23)CC1

```
! RIJCOSX wB97M-V def2-TZVPD def2/J DEFGRID3
* xyz 0 1
C -0.944 3.388 1.044
C 1.163 5.764 -0.428
H -1.727 4.207 -0.796
C 1.154 0.908 0.629
C -1.076 0.804 -0.494
H -2.086 2.048 -1.937
H 4.107 4.568 -2.749
H -0.500 0.488 -1.360
C 1.766 -0.044 -0.388
H -3.026 -5.627 -0.937
C 2.294 6.518 -0.637
C -2.016 -6.472 0.768
C -0.711 -4.323 0.518
H -1.736 1.539 1.882
C 1.112 4.535 -1.082
N 0.647 2.543 -1.993
N -0.057 -2.572 3.623
C 3.354 6.111 -1.452
H -0.062 3.979 1.286
H 0.410 -4.188 -1.285
H -2.538 -7.312 -1.148
O 1.882 1.496 1.406
S -1.338 -4.866 2.993
H 0.954 -0.816 3.936
H 2.781 -0.259 -0.054
C 3.307 4.904 -2.111
H 4.205 6.766 -1.555
H 0.366 6.120 0.204
C -1.353 -5.242 1.282
C 0.525 -2.081 0.992
C -0.182 -3.253 1.300
C -1.135 3.336 -0.487
H -1.055 -5.897 -2.499
C -0.770 1.967 1.599
H -2.846 2.063 -0.343
C -0.600 -4.452 -0.968
C 2.170 4.129 -1.916
H -1.280 -3.735 -1.438
C -0.945 -5.872 -1.414
H -0.114 1.972 2.470
C -1.889 2.058 -0.866
N 0.914 -1.247 1.938
H 1.799 0.423 -1.374
H -2.966 -6.628 1.283
H -1.384 -7.339 0.985
O 1.874 2.933 -2.457
H -1.810 3.858 1.511
C -2.230 -6.347 -0.741
C -0.442 -3.418 2.679
S 0.912 -1.625 -0.650
H -1.756 -0.009 -0.206
H -0.130 -6.546 -1.142
C 0.182 3.444 -1.183
N -0.183 1.103 0.601
F 2.392 7.720 -0.033
C 0.615 -1.526 3.196
*
```

Here is a molecular structure, C5H4O7Sc in a non-equilibrium geometry from the OMol25 dataset. Energies are from ωB97M-V/def2-TZVPD.

Output
- Kohn-Sham gap (alpha / beta): 0.2115 / 0.2541 Eh
- Electronic energy: -1480.32691 hartree
- ⟨S²⟩: 0.754

```
! RIJCOSX wB97M-V def2-TZVPD def2/J DEFGRID3
* xyz 0 2
O -1.844 1.521 1.031
H -3.119 3.024 0.392
H -3.655 1.369 0.071
C -2.209 2.148 -1.295
O 1.642 1.525 -2.572
O 1.426 -0.356 1.227
C -2.751 2.011 0.121
H -1.303 2.769 -1.330
C 0.940 1.147 -1.639
C 2.194 -0.694 0.272
O 3.244 -1.302 0.251
C -0.709 0.438 -2.194
O 0.844 1.802 -0.545
O -1.909 0.857 -1.857
H -2.962 2.591 -1.959
O -0.606 -0.661 -2.683
Sc 0.033 1.138 1.176
*
```

Here is C8H10O3Si in the gas phase in a non-equilibrium geometry from the OMol25 dataset. Energies are from ωB97M-V/def2-TZVPD.

Output
- Kohn-Sham gap (alpha / beta): 0.2734 / 0.2589 Eh
- Electronic energy: -825.88505 hartree

```
! RIJCOSX wB97M-V def2-TZVPD def2/J DEFGRID3
* xyz 0 1
O -1.604 1.476 1.131
C 1.327 -0.421 0.951
H 0.621 1.253 2.072
Si -2.405 -1.535 -0.578
H 2.291 1.401 1.611
C -1.619 1.610 -0.247
C 0.945 1.638 -0.137
O -1.321 -0.262 2.582
H -2.936 -0.213 -1.341
H 2.353 -0.884 1.158
H -3.326 -2.179 0.350
C 0.338 -1.204 0.401
H 0.500 -2.262 0.036
C -0.310 1.498 -0.792
O -2.627 1.665 -0.926
H 1.813 1.379 -0.764
H 1.237 2.690 -0.101
H -1.463 -2.358 -1.604
H -0.309 1.347 -1.935
C 1.319 0.968 1.285
C -1.345 0.217 1.448
C -0.990 -0.680 0.385
*
```

Here is a molecular structure, C29H39N2O2Rh from the OMol25 dataset. Energies are from ωB97M-V/def2-TZVPD.

Output
- Kohn-Sham gap: 0.3042 Eh
- Electronic energy: -1498.53095 hartree

```
! RIJCOSX wB97M-V def2-TZVPD def2/J DEFGRID3
* xyz 2 1
N -0.931 -0.927 0.878
H -1.472 -1.400 -2.380
C 2.019 -1.382 2.433
H -0.279 3.253 -4.033
C 2.075 0.917 3.343
C -3.556 -3.123 -1.725
C 2.172 0.859 -4.627
C -3.228 -2.928 -3.205
H 3.372 0.156 1.788
C -3.429 -4.614 -1.375
C 0.972 0.569 4.146
C 1.747 3.417 3.598
H 2.359 1.132 -5.665
H -3.554 -2.971 1.021
N 0.761 0.863 0.164
C 0.402 -3.122 3.295
C 1.814 2.340 -1.363
H 2.650 3.492 -5.044
H 3.264 2.069 5.523
C -4.995 -2.647 -1.463
H -5.303 -2.821 -0.432
H 2.269 4.368 3.504
C 1.536 1.920 -0.078
C 2.740 2.271 3.422
C 0.187 0.206 -0.867
Rh 0.365 0.135 2.002
H 0.945 3.388 2.858
H 1.080 -3.754 3.878
H 2.414 -2.115 1.742
H 2.069 4.143 -3.521
C -1.608 -1.515 -1.316
C 0.447 0.573 -2.165
C 1.283 1.658 -2.453
H 3.464 3.041 -3.554
H 2.445 3.207 -1.494
H 1.516 -0.013 -4.630
C 3.764 2.230 4.565
C 0.952 -1.736 3.299
H 1.293 3.403 4.590
H 0.359 -3.537 2.289
H 0.373 2.716 -5.583
O -1.942 1.675 0.270
H -2.024 -1.686 2.455
H -0.494 1.578 -4.560
H -5.107 -1.585 -1.683
H 4.292 3.181 4.619
H 3.293 2.410 2.488
C -0.793 -0.809 -0.454
H -4.101 -5.191 -2.010
H -0.026 0.031 -2.970
C 2.487 3.253 -3.994
C 0.409 -0.725 4.120
C -2.621 -2.335 -0.825
H -5.678 -3.201 -2.108
H -0.451 -0.940 4.740
C 2.574 -0.093 2.478
H -2.559 2.695 1.912
C -1.918 -1.677 1.379
C 1.543 2.056 -3.895
H -3.917 -3.523 -3.803
H 3.124 0.574 -4.177
H -0.578 -3.175 3.763
H -2.217 -3.262 -3.448
H 4.502 1.440 4.425
C 0.200 2.420 -4.549
H -3.347 -1.888 -3.516
H 0.487 1.334 4.738
H -3.702 -4.817 -0.339
H -2.413 -4.976 -1.543
C -2.769 -2.385 0.565
O -1.050 1.487 2.340
C -1.887 1.964 1.437
H 1.928 2.444 0.783
*
```

Here is C4H4O in the gas phase in a non-equilibrium geometry from the OMol25 dataset. Energies are from ωB97M-V/def2-TZVPD.

Output
- Kohn-Sham gap (alpha / beta): 0.2806 / 0.2805 Eh
- Electronic energy: -229.77587 hartree

```
! RIJCOSX wB97M-V def2-TZVPD def2/J DEFGRID3
* xyz 0 1
H 0.170 -1.469 0.125
H -1.236 -0.938 1.257
C -0.236 -0.754 0.861
H 0.484 -0.672 1.710
C 0.809 0.189 -2.713
O 0.931 1.225 -0.138
C -0.303 0.507 0.013
H -1.124 1.332 0.074
C 0.505 0.580 -1.190
*
```

Here is C2H5OP in the gas phase in a non-equilibrium geometry from the OMol25 dataset. Energies are from ωB97M-V/def2-TZVPD.

Output
- Kohn-Sham gap: 0.3863 Eh
- Electronic energy: -495.70137 hartree
- Structure (SMILES): C=COP

```
! RIJCOSX wB97M-V def2-TZVPD def2/J DEFGRID3
* xyz 0 1
P -2.080 -0.200 -0.047
H 0.614 -1.556 0.310
O -0.583 0.471 0.169
H -2.756 1.047 0.605
C 0.705 -0.488 0.118
C 1.901 0.004 0.020
H 1.964 1.108 -0.127
H -2.391 0.365 -1.195
H 2.626 -0.751 0.148
*
```

Here is a molecular structure, C8H9CoNO6 in a non-equilibrium geometry from the OMol25 dataset. Energies are from ωB97M-V/def2-TZVPD.

Output
- Kohn-Sham gap (alpha / beta): 0.3213 / 0.1846 Eh
- Electronic energy: -2197.91041 hartree
- ⟨S²⟩: 6.030

```
! RIJCOSX wB97M-V def2-TZVPD def2/J DEFGRID3
* xyz 3 5
C 0.486 -0.818 -5.108
C 1.343 0.256 -4.952
C 1.928 3.555 1.388
H 1.024 1.258 -5.215
O 2.312 -1.925 0.549
H 2.377 1.970 2.650
C -1.200 -1.472 -0.110
C -0.399 0.054 1.825
C -1.433 1.198 -0.372
H 2.459 4.322 0.788
Co 0.000 0.000 0.000
O 1.118 1.464 0.436
H 3.496 2.192 1.373
O -0.647 0.087 2.953
H 1.328 4.075 2.170
C 1.443 -1.199 0.328
H 3.484 3.251 2.709
H 0.873 -1.829 -5.157
O -2.306 1.925 -0.574
O -1.933 -2.361 -0.143
N 2.887 2.678 2.069
C 0.969 2.780 0.523
H 2.413 0.100 -4.877
H -0.517 -0.671 -5.494
O -0.074 3.409 0.039
*
```